DFT (ωB97M-V with the def2-TZVPD basis set) results for an isolated molecule of C2H2N2O2S in a non-equilibrium geometry.

Computed properties:
spin multiplicity: 1
ΔE to the lowest compared entry with this formula, charge and spin: 2.513 eV
SMILES string: O=c1nc(S)o[nH]1
E_tot: -20013.83635 eV
orbital gap: 10.342 eV

Each line ends with the natural charge from an NBO analysis.
Cartesian coordinates (Å):
S 1.219 1.258 -1.462  -0.0112
O -2.082 -0.843 1.586  -0.5181
O 0.690 -0.877 -0.243  -0.3132
N -0.799 0.807 0.369  -0.4795
N -0.041 -1.395 0.735  -0.3656
C -1.074 -0.542 1.064  0.7106
C 0.160 0.385 -0.293  0.3849
H 2.546 0.536 -1.311  0.1820
H 0.448 -1.839 1.605  0.4101